Entry 1:
The following is a DFT calculation (ωB97M-V/def2-TZVPD) of a molecular structure, C50H43BF5IrN7P.

```
108
Properties=species:S:1:pos:R:3
Ir -0.9453 0.2166 0.4929
C -5.3653 -0.1748 -2.7567
C -4.5125 0.4781 -1.7169
C -4.7389 1.6450 -1.0256
C -3.6222 1.8363 -0.1984
N -2.7798 0.8101 -0.3880
N -3.3276 -0.0070 -1.3138
B -2.6317 -1.2740 -1.7592
N -1.2221 -0.9388 -2.2842
N -0.4156 -0.0615 -1.6344
C 0.7818 -0.1163 -2.2387
C 0.7300 -1.0382 -3.2831
C -0.5536 -1.5408 -3.2776
C -1.1389 -2.5859 -4.1727
C 1.6849 2.3351 -1.8297
C 1.3652 3.0511 -0.5460
C 2.3122 3.6202 0.1883
C 3.7307 3.5877 -0.2107
C 4.1203 3.0408 -1.3559
C 3.1437 2.4921 -2.3500
N -2.4407 -2.2114 -0.5758
N -1.7538 -1.8013 0.5258
C -1.7053 -2.8371 1.3802
C -2.4040 -3.9122 0.7989
C -2.8465 -3.4804 -0.4286
C -3.6162 -4.2442 -1.4606
C -1.0214 -2.9039 2.6919
C 0.0081 -2.0483 3.0653
C 0.6359 -2.1871 4.2949
C 0.2377 -3.1765 5.1749
C -0.7923 -4.0394 4.8159
C -1.4111 -3.9042 3.5861
C -3.3900 2.9975 0.6911
C -4.4748 3.8072 1.0233
C -4.3126 4.9161 1.8387
C -3.0571 5.2448 2.3295
C -1.9679 4.4540 2.0004
C -2.1377 3.3461 1.1896
H -6.2395 0.4455 -2.9432
H -4.8215 -0.2988 -3.6948
H -5.7040 -1.1612 -2.4328
H -5.6007 2.2860 -1.1266
H -3.2794 -1.8144 -2.6108
H 1.5162 -1.3249 -3.9587
H -0.4299 -2.8133 -4.9670
H -1.3366 -3.5068 -3.6207
H -2.0765 -2.2541 -4.6226
H 0.3193 3.1021 -0.2573
H 2.0573 4.1275 1.1121
H 4.4595 4.0231 0.4655
H 5.1662 3.0558 -1.6521
H 3.2199 3.1016 -3.2508
H -2.5390 -4.9001 1.2106
H -3.7588 -5.2652 -1.1130
H -4.5996 -3.8010 -1.6374
H -3.0928 -4.2753 -2.4165
H 0.3537 -1.2892 2.3864
H 1.4318 -1.5026 4.5640
H 0.7201 -3.2764 6.1408
H -1.1150 -4.8168 5.4985
H -2.2224 -4.5748 3.3263
H -5.4645 3.5565 0.6577
H -5.1726 5.5208 2.0987
H -2.9316 6.1071 2.9738
H -0.9848 4.6937 2.3856
H -1.2819 2.7444 0.9514
N 0.9101 0.2380 0.7933
P 2.2140 0.0433 -0.0586
C 1.9295 0.7250 -1.7702
C 0.6880 2.6589 -2.9215
C 0.8116 2.3146 -4.2060
C 1.8719 1.4922 -4.8209
C 2.8671 0.8591 -4.1978
C 3.1681 0.9692 -2.7201
C 2.6226 -1.7443 -0.1416
C 1.6584 -2.6276 -0.6496
C 1.8709 -3.9967 -0.6398
C 3.0250 -4.5184 -0.0724
C 3.9462 -3.6634 0.5111
C 3.7493 -2.2891 0.4797
C 3.6354 0.7374 0.8144
C 3.3995 1.1962 2.1088
C 4.4695 1.5681 2.9171
C 5.7688 1.4702 2.4386
C 6.0037 1.0173 1.1441
C 4.9416 0.6534 0.3350
H -0.1833 3.2355 -2.6185
H 0.0387 2.6532 -4.8879
H 1.7843 1.3499 -5.8934
H 3.5431 0.2499 -4.7912
H 4.0652 0.4070 -2.4652
H 0.7182 -2.2528 -1.0222
H 1.1249 -4.6578 -1.0640
H 3.1930 -5.5883 -0.0623
H 4.8222 -4.0651 1.0037
H 4.4775 -1.6531 0.9568
H 2.3766 1.2474 2.4666
H 4.2851 1.9140 3.9264
H 6.6033 1.7382 3.0760
H 7.0184 0.9380 0.7734
H 5.1336 0.2969 -0.6716
F -2.6861 0.1969 2.3932
C -1.7094 0.3571 3.4348
F -0.7269 1.1744 2.7118
C -2.3761 1.2849 4.3961
F -1.5086 1.6403 5.3693
F -2.8776 2.4764 3.9049
F -3.4252 0.6682 4.9712
```

ΔE to the lowest compared entry with this formula, charge and spin in kcal per mole: 119.3
Frontier orbital gap (spin up / spin down) in hartree: 0.2241 / 0.2100
HOMO level (spin up / spin down) in eV: -6.475 / -6.473

---

Entry 2:
The following is a DFT calculation (ωB97M-V/def2-TZVPD) of a molecular structure, C50H43Br2CsN9O3S2.

```
110
Properties=species:S:1:pos:R:3
Cs -2.1453 -0.7438 0.5641
C -1.2068 1.9400 4.6326
C -1.0438 3.2942 4.3492
C -1.6091 3.8087 3.2074
C -2.3256 2.9648 2.3345
N -2.4639 1.6616 2.6056
C -1.9186 1.1767 3.7282
N -2.9157 3.5974 1.2509
C -3.1863 3.0444 0.1089
N -2.9339 1.8056 -0.3836
C -3.3849 1.7547 -1.6765
N -3.4019 0.7879 -2.5299
C -2.6825 -0.3983 -2.5053
C -3.3591 -1.5958 -2.7899
C -2.6357 -2.7578 -2.9430
C -1.2514 -2.7239 -2.8182
C -0.6669 -1.5036 -2.5337
N -1.3501 -0.3671 -2.3657
C -3.9821 3.0752 -2.0523
C -4.5396 3.5405 -3.2260
C -4.9758 4.8630 -3.2479
C -4.8456 5.6791 -2.1244
C -4.2760 5.1954 -0.9492
C -3.8530 3.8813 -0.9415
H -0.7880 1.4848 5.5198
H -0.4825 3.9358 5.0187
H -1.5325 4.8566 2.9505
H -2.0505 0.1099 3.8934
H -4.4342 -1.5721 -2.9059
H -3.1457 -3.6855 -3.1706
H -0.6452 -3.6137 -2.9230
H 0.4094 -1.4255 -2.4136
H -4.6271 2.8927 -4.0889
H -5.4209 5.2674 -4.1492
H -5.1915 6.7049 -2.1719
H -4.1589 5.8150 -0.0695
C 0.1996 -4.7072 3.3281
C 0.4140 -3.3693 2.6202
C 0.9221 -2.3260 3.6068
O 1.3736 -3.5373 1.5882
C -0.9371 -2.9239 2.0082
O -1.8308 -2.5447 2.7934
O -1.0249 -2.9599 0.7488
H 1.1205 -5.0098 3.8334
H -0.0643 -5.4705 2.5950
H -0.5992 -4.6232 4.0678
H 1.8940 -2.6422 3.9941
H 0.2214 -2.2104 4.4338
H 1.0455 -1.3581 3.1169
H 0.8724 -3.3738 0.7689
S 1.5170 0.0252 0.6366
C 3.1056 0.1828 0.3003
N 3.9892 0.8748 1.0463
C 5.2509 1.3021 0.4648
C 5.0083 1.6334 -0.9889
N 4.5104 0.4324 -1.6444
C 4.8517 0.2627 -3.0498
C 4.1789 1.3267 -3.8847
C 4.9043 2.1443 -4.7386
C 4.2618 3.1165 -5.4973
C 2.8892 3.2772 -5.3966
C 2.1566 2.4634 -4.5390
C 2.7975 1.4928 -3.7882
C 3.6593 -0.3917 -1.0036
S 3.1802 -1.8699 -1.5327
C 3.6727 1.3700 2.3863
C 3.3516 2.8462 2.4100
C 4.2799 3.7582 2.8992
C 4.0024 5.1199 2.9083
C 2.7859 5.5786 2.4281
C 1.8471 4.6734 1.9465
C 2.1255 3.3162 1.9370
H 6.0181 0.5258 0.5606
H 5.5846 2.1904 1.0006
H 5.9388 1.9205 -1.4806
H 4.3025 2.4647 -1.0837
H 4.5161 -0.7305 -3.3416
H 5.9381 0.3037 -3.1656
H 5.9795 2.0212 -4.8121
H 4.8366 3.7505 -6.1607
H 2.3870 4.0368 -5.9819
H 1.0842 2.5821 -4.4540
H 2.2231 0.8584 -3.1213
H 4.5482 1.1737 3.0112
H 2.8381 0.7818 2.7631
H 5.2268 3.3981 3.2888
H 4.7347 5.8182 3.2940
H 2.5636 6.6382 2.4362
H 0.8874 5.0206 1.5855
H 1.3898 2.6104 1.5746
Br -3.7584 -4.6303 4.8514
C -3.9724 -4.5239 2.9771
C -5.0156 -3.7914 2.4438
C -5.1255 -3.7516 1.0637
N -4.2797 -4.3513 0.2316
C -3.2559 -5.0088 0.7746
C -3.0707 -5.1478 2.1454
C -2.2395 -5.5643 -0.1644
C -2.4883 -5.5669 -1.5325
C -1.4785 -6.0037 -2.3620
Br -1.7380 -5.9988 -4.2373
C -0.2703 -6.4254 -1.8377
C -0.1429 -6.4075 -0.4566
N -1.0986 -5.9985 0.3673
H -5.7128 -3.2575 3.0729
H -5.9348 -3.1918 0.6069
H -2.2146 -5.6817 2.5250
H -3.4358 -5.2099 -1.9051
H 0.5406 -6.7529 -2.4715
H 0.7832 -6.7301 0.0067
```

ΔE to the lowest compared entry with this formula, charge and spin in kcal per mole: 17.3
Charge: -1
Frontier orbital gap in hartree: 0.2451
HOMO level in eV: -4.870

---

Entry 3:
The following is a DFT calculation (ωB97M-V/def2-TZVPD) of a molecular structure, C50H44AsBrFIN3O3Ti.

```
105
Properties=species:S:1:pos:R:3
Ti 1.0295 -1.5934 0.2864
C -4.2098 2.4600 3.2831
C -3.6817 3.3079 2.1595
C -3.6649 4.7961 2.4251
C -2.6272 5.1382 3.4610
C -1.2396 4.6585 3.1155
C -0.1012 5.1703 3.7093
C 1.1689 4.6444 3.3664
F 2.2606 5.1850 3.9001
C 1.2796 3.6101 2.4460
C 0.1084 3.0776 1.8682
C 0.2272 1.9578 0.9508
O 1.3702 1.5744 0.5875
C -0.9689 1.4681 0.3288
C -2.1896 1.9550 0.8199
N -2.3123 2.9474 1.7202
C -1.1508 3.5758 2.2448
C -1.1456 0.3214 -0.6785
O -2.1480 0.2629 -1.3804
O -0.2087 -0.5783 -0.7043
H -5.2842 2.5676 3.3183
H -3.7079 2.5982 4.2246
H -4.0280 1.3738 3.0194
H -4.2732 3.1275 1.2136
H -4.6204 5.1386 2.8464
H -3.4788 5.3174 1.4731
H -2.9586 4.8364 4.4887
H -2.6042 6.1867 3.5403
H -0.1375 5.9696 4.4547
H 2.2215 3.3065 2.0389
H -3.0668 1.4843 0.4184
I 0.9126 -3.2901 -3.4406
C 2.7037 -3.9627 -2.5247
C 3.6648 -4.4143 -3.3922
C 4.7773 -5.1842 -2.9089
C 4.6429 -5.6782 -1.6624
C 3.6679 -5.1759 -0.7393
C 3.4972 -5.7676 0.5930
C 2.6774 -5.2416 1.4935
C 1.9178 -4.0272 1.1778
C 1.9326 -3.4943 -0.0983
C 2.7669 -4.1404 -1.0813
H 3.5338 -4.1319 -4.4278
H 5.6467 -5.3554 -3.4917
H 5.3649 -6.3630 -1.3255
H 4.1273 -6.5943 0.8476
H 2.6735 -5.7409 2.4534
H 1.3197 -3.5450 1.9581
C 4.0216 0.2117 4.6642
C 3.1296 1.0698 4.0045
C 2.0667 0.5760 3.2613
C 1.8742 -0.7837 3.0548
C 2.8298 -1.6292 3.6080
C 3.8565 -1.1560 4.3825
N 0.7631 -1.1939 2.2659
C -0.4251 -1.5734 2.9420
C -1.4497 -2.2104 2.2141
C -2.6502 -2.4788 2.8711
C -2.8718 -2.1926 4.2041
C -1.8554 -1.5862 4.9200
C -0.6395 -1.2851 4.3112
H 4.8545 0.5727 5.2999
H 3.2155 2.1710 4.1765
H 1.3113 1.1980 2.8973
H 2.6818 -2.7308 3.5353
H 4.5507 -1.8818 4.7871
H -1.3315 -2.5636 1.1768
H -3.4290 -3.0284 2.3602
H -3.7896 -2.4425 4.7288
H -1.9470 -1.3371 5.9392
H 0.1711 -0.8214 4.9303
C -0.0275 -0.1308 -6.3721
As -0.4740 0.1952 -4.4553
C -1.2654 2.0088 -4.6134
C -2.1053 -0.8865 -4.3190
C -3.3718 -0.2056 -4.8309
C -4.1942 0.3810 -3.9208
C -5.4463 0.9527 -4.2944
C -5.7556 0.9151 -5.6399
C -4.9460 0.3128 -6.5549
C -3.7561 -0.2939 -6.1728
H -0.9287 0.0563 -7.0007
H 0.1887 -1.1822 -6.4003
H 0.8158 0.3993 -6.7622
H -0.5144 2.7343 -4.8628
H -1.6415 2.3278 -3.6454
H -2.0695 2.1047 -5.3740
H -2.2058 -1.1266 -3.2674
H -1.9514 -1.8575 -4.8422
H -3.8884 0.3213 -2.8959
H -6.0847 1.4025 -3.5138
H -6.6651 1.4252 -5.9044
H -5.2115 0.3653 -7.6122
H -3.1440 -0.7694 -6.9001
Br 6.3790 1.3647 -2.7099
C 4.8811 0.5952 -1.8800
C 3.6488 0.5674 -2.4940
C 2.5714 -0.0369 -1.8150
N 2.7104 -0.4575 -0.5424
C 3.8776 -0.3507 0.0684
C 5.0420 0.0743 -0.5556
H 3.3699 0.9250 -3.5164
H 1.6341 -0.1108 -2.3559
H 3.9108 -0.7217 1.0517
H 5.9945 0.0584 -0.0079
```

Spin multiplicity: 2
ΔE to the lowest compared entry with this formula, charge and spin in kcal per mole: 0.0
⟨S²⟩: 0.753
Frontier orbital gap (spin up / spin down) in hartree: 0.2689 / 0.2704
HOMO level (spin up / spin down) in eV: -7.441 / -7.483

---

| no. | total energy (a.u.) |
| --- | --- |
| 1 | -3284.2078 |
| 2 | -8614.3922 |
| 3 | -8378.5656 |